(1)
The following is a quantum chemistry calculation of a molecular structure, C28H37N10O4RhS5 at a distorted geometry, from OMol25.

Properties
LUMO energy (alpha / beta): 4.1 / 4.1 eV
DFT total energy: -109911.27478 eV
orbital gap (alpha / beta): 6.246 / 6.515 eV
max |F|: 3.625 eV Å⁻¹
HOMO energy (alpha / beta): -0.079 / -0.090 Ha

ORCA input file:
```
! RIJCOSX wB97M-V def2-TZVPD def2/J DEFGRID3
* xyz -2 5
Rh -1.58 -1.19 0.19
C 0.87 -1.89 4.89
S 0.57 -0.58 6.01
C 1.25 0.67 5.02
O 1.51 -0.86 7.16
H 0.48 -1.72 3.93
H 0.41 -2.85 5.25
H 1.91 -2.07 4.80
H 1.05 1.59 5.42
H 0.89 0.65 4.01
H 2.31 0.63 5.05
C 4.43 -0.93 1.54
C 3.44 -1.30 0.47
N 2.78 -2.45 0.40
C 1.82 -2.24 -0.57
C 1.87 -0.99 -1.05
N 2.95 -0.34 -0.38
C 3.62 0.90 -0.69
N 3.29 1.52 -1.93
N 3.85 1.12 -3.08
N 3.47 1.86 -4.02
C 2.47 2.71 -3.56
C 1.65 3.65 -4.19
C 0.60 4.12 -3.43
C 0.42 3.85 -2.06
C 1.34 3.09 -1.43
C 2.32 2.48 -2.19
H 5.46 -1.11 1.18
H 4.26 -1.57 2.37
H 4.26 0.12 1.77
H 1.22 -3.11 -0.85
H 1.24 -0.44 -1.77
H 4.73 0.79 -0.57
H 3.34 1.63 0.08
H 1.81 3.97 -5.20
H -0.15 4.75 -3.94
H -0.46 4.21 -1.62
H 1.25 2.75 -0.38
C -3.03 0.75 -3.08
C -2.74 -0.57 -3.65
C -2.99 -0.88 -5.00
C -2.80 -2.15 -5.46
C -2.37 -3.16 -4.57
C -2.06 -2.90 -3.24
C -1.67 -3.87 -2.24
C -2.14 -1.55 -2.80
N -1.60 -1.21 -1.68
H -3.43 1.46 -3.77
H -2.11 1.22 -2.62
H -3.60 0.61 -2.17
H -3.35 -0.08 -5.68
H -2.90 -2.37 -6.52
H -2.08 -4.15 -5.03
H -1.77 -4.84 -2.80
H -2.48 -3.95 -1.41
H -0.69 -3.77 -1.80
C -2.06 5.98 -1.56
N -1.37 5.76 -0.30
C -0.34 6.50 0.13
N 0.37 5.90 1.11
S 0.04 7.97 -0.52
H -2.74 6.85 -1.60
H -2.63 5.08 -1.86
H -1.34 6.23 -2.36
H -1.39 4.74 -0.07
H 0.06 4.96 1.31
H 1.05 6.33 1.67
C -1.82 -6.20 5.02
C -1.52 -5.28 3.80
C -0.32 -5.43 3.13
C -0.07 -4.52 2.05
N -0.98 -3.62 1.62
C -2.18 -3.67 2.33
S -3.32 -2.50 1.77
N -2.45 -4.40 3.39
H -2.22 -7.15 4.59
H -2.52 -5.71 5.72
H -0.86 -6.44 5.54
H 0.51 -5.95 3.59
H 0.81 -4.59 1.51
O -1.21 2.32 2.82
S -1.28 2.00 1.38
O -0.81 3.04 0.49
O -2.56 1.45 0.95
S -0.01 0.33 1.23
*
```

(2)
The following is a quantum chemistry calculation of 7 unconnected molecules or ions with the total composition C28H37N7, from OMol25.

Properties
LUMO energy: 0.7 eV
SMILES string: c1cc[nH]c1.c1cc[nH]c1.c1cc[nH]c1.c1cc[nH]c1.c1cc[nH]c1.c1cc[nH]c1.CCCC#N
DFT total energy: -40065.42668 eV
orbital gap: 8.780 eV
max |F|: 0.848 eV Å⁻¹
HOMO energy: -0.297 Ha

ORCA input file:
```
! RIJCOSX wB97M-V def2-TZVPD def2/J DEFGRID3
* xyz 0 1
C -17.59 -9.50 -16.22
C -18.87 -10.06 -16.48
C -18.67 -11.17 -17.25
N -17.33 -11.28 -17.50
C -16.66 -10.31 -16.83
H -17.34 -8.65 -15.60
H -19.86 -9.77 -16.16
H -19.41 -11.81 -17.71
H -16.88 -12.01 -18.04
H -15.59 -10.21 -16.88
C -19.80 -14.53 -18.82
C -20.37 -15.66 -19.46
C -20.92 -16.44 -18.46
N -20.67 -15.82 -17.27
C -19.97 -14.66 -17.47
H -19.33 -13.68 -19.29
H -20.34 -15.92 -20.50
H -21.33 -17.43 -18.48
H -20.85 -16.22 -16.36
H -19.66 -14.01 -16.67
C -21.63 -7.78 -19.54
C -22.98 -7.86 -20.00
C -23.79 -7.96 -18.90
N -22.98 -7.96 -17.79
C -21.67 -7.86 -18.18
H -20.77 -7.60 -20.16
H -23.35 -7.78 -21.01
H -24.85 -8.08 -18.77
H -23.30 -8.07 -16.84
H -20.86 -7.84 -17.47
C -15.39 -14.27 -19.19
C -14.80 -12.98 -19.13
C -15.47 -12.16 -20.01
N -16.43 -12.93 -20.61
C -16.38 -14.21 -20.12
H -15.05 -15.11 -18.62
H -13.97 -12.66 -18.52
H -15.42 -11.10 -20.18
H -17.12 -12.60 -21.26
H -17.12 -14.92 -20.45
C -16.35 -11.95 -11.83
C -17.65 -12.50 -11.69
C -18.36 -12.17 -12.82
N -17.54 -11.45 -13.62
C -16.31 -11.32 -13.04
H -15.54 -12.00 -11.12
H -18.02 -13.08 -10.85
H -19.35 -12.47 -13.11
H -17.79 -11.12 -14.55
H -15.56 -10.73 -13.53
C -13.97 -7.96 -18.01
C -13.68 -8.90 -19.04
C -13.52 -8.21 -20.21
N -13.70 -6.89 -19.92
C -13.96 -6.73 -18.59
H -14.15 -8.16 -16.97
H -13.68 -9.98 -18.94
H -13.33 -8.58 -21.20
H -13.60 -6.11 -20.55
H -14.03 -5.73 -18.18
C -19.15 -7.14 -13.92
C -18.79 -8.14 -12.82
C -19.98 -8.81 -12.16
C -20.73 -9.64 -13.10
N -21.30 -10.30 -13.85
H -19.78 -6.33 -13.54
H -19.65 -7.62 -14.76
H -18.24 -6.70 -14.33
H -18.19 -7.63 -12.06
H -18.14 -8.91 -13.25
H -20.68 -8.08 -11.75
H -19.65 -9.43 -11.33
*
```

(3)
The following is a quantum chemistry calculation of a single C28H37NO4 molecule, from OMol25.

Properties
LUMO energy: 0.7 eV
SMILES string: CC(C)c1ccccc1OC[C@H](O)CN(C[C@H](O)COc1cccc2ccccc12)C(C)C
DFT total energy: -39316.50805 eV
orbital gap: 8.628 eV
max |F|: 0.786 eV Å⁻¹
HOMO energy: -0.293 Ha

ORCA input file:
```
! RIJCOSX wB97M-V def2-TZVPD def2/J DEFGRID3
* xyz 0 1
C 5.12 2.86 1.61
C 4.30 2.43 0.39
C 4.84 3.09 -0.88
C 4.30 0.92 0.25
C 5.48 0.22 0.09
C 5.49 -1.16 -0.05
C 4.30 -1.85 -0.02
C 3.10 -1.17 0.14
C 3.09 0.21 0.27
O 1.95 0.96 0.44
C 0.69 0.34 0.40
C 0.26 0.04 -1.04
O 0.08 1.25 -1.75
C -1.08 -0.71 -1.08
N -0.99 -2.03 -0.48
C -2.21 -2.39 0.24
C -2.13 -1.89 1.69
O -1.60 -2.87 2.56
C -3.52 -1.51 2.23
O -4.12 -0.50 1.45
C -3.50 0.72 1.37
C -2.64 1.23 2.31
C -2.05 2.49 2.13
C -2.31 3.23 1.02
C -3.20 2.75 0.04
C -3.50 3.49 -1.12
C -4.37 3.01 -2.06
C -4.97 1.76 -1.89
C -4.71 1.01 -0.77
C -3.82 1.49 0.21
C -0.47 -3.06 -1.38
C 0.17 -4.19 -0.57
C -1.49 -3.62 -2.38
H 6.17 2.59 1.49
H 4.75 2.38 2.51
H 5.06 3.94 1.74
H 3.27 2.76 0.54
H 5.87 2.81 -1.06
H 4.25 2.78 -1.75
H 4.78 4.17 -0.80
H 6.42 0.76 0.06
H 6.43 -1.68 -0.17
H 4.29 -2.92 -0.12
H 2.18 -1.73 0.15
H 0.67 -0.58 1.00
H 0.00 1.07 0.83
H 1.04 -0.55 -1.53
H 0.80 1.84 -1.50
H -1.80 -0.11 -0.53
H -1.41 -0.75 -2.13
H -2.32 -3.48 0.27
H -3.10 -1.98 -0.24
H -1.50 -1.00 1.71
H -0.77 -3.18 2.18
H -3.44 -1.24 3.28
H -4.20 -2.37 2.15
H -2.40 0.67 3.21
H -1.37 2.85 2.89
H -1.84 4.19 0.87
H -3.03 4.46 -1.26
H -4.59 3.58 -2.95
H -5.65 1.38 -2.64
H -5.17 0.05 -0.62
H 0.33 -2.57 -1.95
H 0.89 -3.79 0.14
H 0.69 -4.87 -1.24
H -0.58 -4.76 -0.02
H -0.99 -4.24 -3.11
H -2.25 -4.22 -1.88
H -1.99 -2.81 -2.90
*
```

Please write out number 3 again, unchanged.
The following is a quantum chemistry calculation of a single C28H37NO4 molecule, from OMol25.

Properties
LUMO energy: 0.7 eV
SMILES string: CC(C)c1ccccc1OC[C@H](O)CN(C[C@H](O)COc1cccc2ccccc12)C(C)C
DFT total energy: -39316.50805 eV
orbital gap: 8.628 eV
max |F|: 0.786 eV Å⁻¹
HOMO energy: -0.293 Ha

ORCA input file:
```
! RIJCOSX wB97M-V def2-TZVPD def2/J DEFGRID3
* xyz 0 1
C 5.12 2.86 1.61
C 4.30 2.43 0.39
C 4.84 3.09 -0.88
C 4.30 0.92 0.25
C 5.48 0.22 0.09
C 5.49 -1.16 -0.05
C 4.30 -1.85 -0.02
C 3.10 -1.17 0.14
C 3.09 0.21 0.27
O 1.95 0.96 0.44
C 0.69 0.34 0.40
C 0.26 0.04 -1.04
O 0.08 1.25 -1.75
C -1.08 -0.71 -1.08
N -0.99 -2.03 -0.48
C -2.21 -2.39 0.24
C -2.13 -1.89 1.69
O -1.60 -2.87 2.56
C -3.52 -1.51 2.23
O -4.12 -0.50 1.45
C -3.50 0.72 1.37
C -2.64 1.23 2.31
C -2.05 2.49 2.13
C -2.31 3.23 1.02
C -3.20 2.75 0.04
C -3.50 3.49 -1.12
C -4.37 3.01 -2.06
C -4.97 1.76 -1.89
C -4.71 1.01 -0.77
C -3.82 1.49 0.21
C -0.47 -3.06 -1.38
C 0.17 -4.19 -0.57
C -1.49 -3.62 -2.38
H 6.17 2.59 1.49
H 4.75 2.38 2.51
H 5.06 3.94 1.74
H 3.27 2.76 0.54
H 5.87 2.81 -1.06
H 4.25 2.78 -1.75
H 4.78 4.17 -0.80
H 6.42 0.76 0.06
H 6.43 -1.68 -0.17
H 4.29 -2.92 -0.12
H 2.18 -1.73 0.15
H 0.67 -0.58 1.00
H 0.00 1.07 0.83
H 1.04 -0.55 -1.53
H 0.80 1.84 -1.50
H -1.80 -0.11 -0.53
H -1.41 -0.75 -2.13
H -2.32 -3.48 0.27
H -3.10 -1.98 -0.24
H -1.50 -1.00 1.71
H -0.77 -3.18 2.18
H -3.44 -1.24 3.28
H -4.20 -2.37 2.15
H -2.40 0.67 3.21
H -1.37 2.85 2.89
H -1.84 4.19 0.87
H -3.03 4.46 -1.26
H -4.59 3.58 -2.95
H -5.65 1.38 -2.64
H -5.17 0.05 -0.62
H 0.33 -2.57 -1.95
H 0.89 -3.79 0.14
H 0.69 -4.87 -1.24
H -0.58 -4.76 -0.02
H -0.99 -4.24 -3.11
H -2.25 -4.22 -1.88
H -1.99 -2.81 -2.90
*
```

What did the third record say?
The following is a quantum chemistry calculation of a single C28H37NO4 molecule, from OMol25.

Properties
LUMO energy: 0.7 eV
SMILES string: CC(C)c1ccccc1OC[C@H](O)CN(C[C@H](O)COc1cccc2ccccc12)C(C)C
DFT total energy: -39316.50805 eV
orbital gap: 8.628 eV
max |F|: 0.786 eV Å⁻¹
HOMO energy: -0.293 Ha

ORCA input file:
```
! RIJCOSX wB97M-V def2-TZVPD def2/J DEFGRID3
* xyz 0 1
C 5.12 2.86 1.61
C 4.30 2.43 0.39
C 4.84 3.09 -0.88
C 4.30 0.92 0.25
C 5.48 0.22 0.09
C 5.49 -1.16 -0.05
C 4.30 -1.85 -0.02
C 3.10 -1.17 0.14
C 3.09 0.21 0.27
O 1.95 0.96 0.44
C 0.69 0.34 0.40
C 0.26 0.04 -1.04
O 0.08 1.25 -1.75
C -1.08 -0.71 -1.08
N -0.99 -2.03 -0.48
C -2.21 -2.39 0.24
C -2.13 -1.89 1.69
O -1.60 -2.87 2.56
C -3.52 -1.51 2.23
O -4.12 -0.50 1.45
C -3.50 0.72 1.37
C -2.64 1.23 2.31
C -2.05 2.49 2.13
C -2.31 3.23 1.02
C -3.20 2.75 0.04
C -3.50 3.49 -1.12
C -4.37 3.01 -2.06
C -4.97 1.76 -1.89
C -4.71 1.01 -0.77
C -3.82 1.49 0.21
C -0.47 -3.06 -1.38
C 0.17 -4.19 -0.57
C -1.49 -3.62 -2.38
H 6.17 2.59 1.49
H 4.75 2.38 2.51
H 5.06 3.94 1.74
H 3.27 2.76 0.54
H 5.87 2.81 -1.06
H 4.25 2.78 -1.75
H 4.78 4.17 -0.80
H 6.42 0.76 0.06
H 6.43 -1.68 -0.17
H 4.29 -2.92 -0.12
H 2.18 -1.73 0.15
H 0.67 -0.58 1.00
H 0.00 1.07 0.83
H 1.04 -0.55 -1.53
H 0.80 1.84 -1.50
H -1.80 -0.11 -0.53
H -1.41 -0.75 -2.13
H -2.32 -3.48 0.27
H -3.10 -1.98 -0.24
H -1.50 -1.00 1.71
H -0.77 -3.18 2.18
H -3.44 -1.24 3.28
H -4.20 -2.37 2.15
H -2.40 0.67 3.21
H -1.37 2.85 2.89
H -1.84 4.19 0.87
H -3.03 4.46 -1.26
H -4.59 3.58 -2.95
H -5.65 1.38 -2.64
H -5.17 0.05 -0.62
H 0.33 -2.57 -1.95
H 0.89 -3.79 0.14
H 0.69 -4.87 -1.24
H -0.58 -4.76 -0.02
H -0.99 -4.24 -3.11
H -2.25 -4.22 -1.88
H -1.99 -2.81 -2.90
*
```